[1]
Molecular formula: C27H18IN5O4Ru
Method: DFT, ωB97M-V/def2-TZVPD

```
56
Properties=species:S:1:pos:R:3:nbo_charge:R:1
Ru 0.711 0.983 0.051 1.188
O 0.357 0.117 1.827 -0.685
C -0.846 -0.188 2.232 0.491
C -1.031 -1.339 3.017 -0.298
C -2.280 -1.663 3.505 -0.163
C -3.392 -0.861 3.257 -0.292
C -3.228 0.278 2.495 -0.135
C -1.981 0.629 1.972 -0.261
C -1.902 1.807 1.135 0.191
N -0.879 2.175 0.461 -0.378
C -1.054 3.231 -0.547 -0.265
C 0.304 3.871 -0.746 -0.234
N 1.277 2.784 -0.855 -0.432
C 2.439 3.018 -1.342 0.190
C 3.595 2.210 -1.023 -0.202
C 4.774 2.358 -1.766 -0.154
C 5.935 1.721 -1.396 -0.304
C 5.927 0.944 -0.228 -0.155
C 4.805 0.815 0.550 -0.292
C 3.584 1.439 0.189 0.422
O 2.558 1.296 0.954 -0.662
H -0.170 -1.967 3.201 0.227
H -2.396 -2.571 4.085 0.207
H -4.367 -1.134 3.637 0.208
H -4.079 0.912 2.268 0.199
H -2.813 2.398 1.029 0.177
H -1.833 3.938 -0.253 0.192
H -1.361 2.715 -1.460 0.268
H 0.560 4.426 0.162 0.197
H 0.358 4.554 -1.597 0.199
H 2.601 3.944 -1.902 0.167
H 4.753 2.988 -2.649 0.195
H 6.837 1.821 -1.985 0.204
H 6.828 0.420 0.068 0.208
H 4.809 0.200 1.440 0.230
I -5.711 -5.084 -1.159 0.102
C -4.408 -3.450 -1.268 -0.164
C -3.247 -3.452 -0.514 -0.181
C -2.398 -2.358 -0.585 -0.166
C -2.703 -1.281 -1.407 -0.161
C -3.866 -1.305 -2.168 -0.160
C -4.727 -2.387 -2.101 -0.270
C -1.802 -0.071 -1.477 0.798
O -2.101 0.882 -2.193 -0.701
O -0.773 -0.166 -0.721 -0.711
H -2.991 -4.290 0.118 0.223
H -1.486 -2.348 -0.006 0.248
H -4.079 -0.457 -2.805 0.234
H -5.634 -2.407 -2.689 0.215
N 1.897 -0.523 -0.954 -0.494
C 2.114 -1.605 -0.585 0.487
C 2.370 -2.890 -0.143 -0.589
C 3.660 -3.210 0.330 0.321
N 4.718 -3.457 0.717 -0.399
C 1.318 -3.825 -0.102 0.324
N 0.450 -4.587 -0.073 -0.405
```

## Properties
Net charge ... -1
Spin multiplicity ... 2
Energy relative to the best compared isomer or geometry (same formula, charge and spin) ... 1.361 eV
Total energy ... -54616.44994 eV
Gap between HOMO and LUMO (spin up / spin down) ... 0.2633 / 0.2548 Ha

***

[2]
Molecular formula: C40H79N6O8S
Method: DFT, ωB97M-V/def2-TZVPD

```
134
Properties=species:S:1:pos:R:3:mulliken_charge:R:1
C 4.285 -4.293 5.501 -0.995
C 3.944 -3.036 6.328 -0.548
C 2.511 -2.501 6.117 -0.865
C 2.433 -1.180 5.329 -1.098
C 1.927 -1.376 3.881 -0.345
C 2.667 -0.417 2.961 -1.457
N 2.386 -0.483 1.472 1.382
C 0.909 -0.224 1.306 -0.737
C 0.393 1.113 1.805 -1.577
N -0.861 1.231 1.864 -0.768
C 3.138 0.649 0.780 -0.132
C 4.665 0.685 0.995 -1.289
O 5.019 2.060 1.044 -0.404
N 5.718 2.443 -0.197 0.182
O 5.577 3.565 -0.408 -0.271
C 2.782 0.719 -0.733 -0.457
C 1.719 1.738 -1.117 -0.949
C 1.617 1.876 -2.641 -0.672
C 2.850 2.522 -3.280 -1.183
O 2.408 -0.548 -1.254 -0.283
C 3.159 -1.580 -0.668 -2.639
C 2.787 -1.849 0.805 2.885
C 1.633 -2.884 0.862 -1.492
C 0.607 -2.918 -0.294 -1.019
C 0.818 -4.086 -1.268 -0.671
S -0.663 -4.682 -2.047 1.282
O -1.184 -3.603 -2.827 -0.485
O -0.358 -5.939 -2.629 -0.663
O -1.675 -4.987 -0.860 -0.495
C 4.003 -2.498 1.522 -0.502
C 4.825 -3.489 0.686 -0.258
C 4.488 -4.953 0.782 -1.167
N 5.818 -3.145 -0.021 -0.736
H 3.379 -4.787 5.141 0.265
H 4.818 -5.031 6.097 0.405
H 4.900 -4.055 4.631 0.131
H 4.660 -2.258 6.056 0.343
H 4.104 -3.253 7.382 0.360
H 1.899 -3.263 5.632 0.521
H 2.074 -2.321 7.098 0.453
H 1.743 -0.503 5.832 0.470
H 3.401 -0.672 5.325 0.567
H 0.856 -1.170 3.873 0.225
H 2.053 -2.418 3.593 0.069
H 2.435 0.602 3.272 0.758
H 3.730 -0.528 3.135 0.889
H 0.358 -0.974 1.859 0.773
H 0.642 -0.352 0.265 1.123
H 1.070 1.914 2.111 0.585
H -1.110 2.159 2.215 0.261
H 2.802 1.593 1.198 0.821
H 5.018 0.231 1.917 0.246
H 5.213 0.236 0.164 0.911
H 3.703 1.037 -1.242 0.902
H 2.011 2.708 -0.703 0.460
H 0.738 1.445 -0.748 0.203
H 0.750 2.508 -2.834 0.535
H 1.397 0.909 -3.092 0.296
H 2.565 3.057 -4.184 0.417
H 3.572 1.774 -3.612 0.307
H 3.343 3.223 -2.605 0.227
H 4.218 -1.333 -0.767 0.855
H 3.027 -2.497 -1.235 0.288
H 1.095 -2.805 1.804 -0.045
H 2.107 -3.862 0.917 1.159
H -0.380 -3.025 0.157 0.551
H 0.577 -1.998 -0.871 0.337
H 1.393 -3.750 -2.133 0.312
H 1.321 -4.935 -0.809 0.157
H -2.103 -4.171 -0.563 0.392
H 4.705 -1.771 1.924 0.255
H 3.616 -3.052 2.380 0.380
H 4.282 -5.237 1.816 0.265
H 3.592 -5.190 0.203 0.167
H 5.314 -5.538 0.390 0.469
H 6.000 -2.142 0.025 0.270
C -4.129 5.316 3.658 -1.858
C -2.855 4.741 4.306 1.937
C -2.681 5.273 5.733 -1.317
C -2.231 6.730 5.795 -0.479
C -0.982 6.955 4.944 -1.206
C -1.149 6.488 3.494 1.563
N -1.634 5.068 3.486 0.532
O -0.679 4.223 3.659 -0.555
C -2.111 7.420 2.746 -1.667
C 0.184 6.556 2.756 -1.946
C -2.995 3.227 4.335 -1.970
H -4.007 5.444 2.583 0.319
H -4.958 4.626 3.810 0.507
H -4.428 6.271 4.085 0.332
H -1.938 4.657 6.249 0.402
H -3.626 5.137 6.264 0.337
H -3.036 7.398 5.478 0.310
H -2.013 6.993 6.832 0.388
H -0.715 8.014 4.934 0.405
H -0.140 6.420 5.395 0.366
H -2.323 7.038 1.747 0.371
H -1.636 8.395 2.641 0.448
H -3.055 7.580 3.258 0.304
H 0.960 5.993 3.269 0.354
H 0.497 7.598 2.698 0.438
H 0.086 6.168 1.741 0.444
H -3.048 2.851 3.311 0.470
H -3.904 2.934 4.859 0.502
H -2.151 2.760 4.837 0.341
C -3.654 -4.256 -6.906 -1.857
C -3.486 -2.822 -6.362 2.054
C -4.490 -2.552 -5.235 -1.193
C -5.926 -2.365 -5.719 -0.587
C -6.001 -1.305 -6.816 -1.245
C -5.048 -1.580 -7.983 1.584
N -3.665 -1.802 -7.448 0.448
O -3.079 -0.693 -7.168 -0.622
C -5.542 -2.781 -8.800 -1.704
C -5.020 -0.389 -8.935 -1.824
C -2.066 -2.716 -5.819 -1.989
H -3.420 -4.305 -7.968 0.320
H -2.965 -4.923 -6.389 0.499
H -4.656 -4.654 -6.756 0.304
H -4.178 -1.649 -4.699 0.430
H -4.430 -3.378 -4.522 0.304
H -6.340 -3.313 -6.074 0.306
H -6.551 -2.058 -4.878 0.397
H -7.018 -1.234 -7.209 0.407
H -5.759 -0.328 -6.386 0.366
H -4.814 -3.050 -9.567 0.363
H -6.471 -2.504 -9.298 0.441
H -5.751 -3.663 -8.204 0.315
H -4.765 0.534 -8.421 0.376
H -6.010 -0.274 -9.379 0.420
H -4.297 -0.549 -9.735 0.442
H -1.336 -2.859 -6.618 0.481
H -1.918 -3.492 -5.072 0.403
H -1.878 -1.753 -5.349 0.377
```

## Properties
Net charge ... +1
Spin multiplicity ... 3
Total energy ... -78903.43170 eV
Gap between HOMO and LUMO (spin up / spin down) ... 0.2316 / 0.2715 Ha

***

[3]
Molecular formula: C13H19IIrN3O3
Method: DFT, ωB97M-V/def2-TZVPD

```
40
Properties=species:S:1:pos:R:3:nbo_charge:R:1
Ir -0.206 -0.885 -0.532 1.260
C -1.376 -1.406 1.981 -0.236
C -2.045 -2.345 0.994 -0.256
N -2.208 -1.497 -0.187 -0.965
C -0.619 -3.957 -1.668 -0.093
C 0.914 -3.963 -1.354 -0.146
N 1.868 -1.017 -0.754 -0.930
C 2.257 -1.582 0.552 -0.270
C 1.175 -1.815 1.658 -0.252
N -0.042 -0.974 1.439 -0.449
H -1.263 -1.742 3.013 0.199
H -1.996 -0.509 1.943 0.230
H -3.020 -2.644 1.400 0.192
H -1.441 -3.266 0.931 0.147
H -2.555 -2.039 -0.974 0.326
H -0.763 -3.547 -2.659 0.192
H -1.109 -4.868 -1.360 0.209
H 1.407 -4.215 -2.288 0.237
H 1.139 -4.679 -0.570 0.187
H 1.938 -1.693 -1.512 0.308
H 2.833 -0.740 0.960 0.205
H 2.985 -2.399 0.546 0.190
H 1.654 -1.532 2.598 0.209
H 0.827 -2.845 1.762 0.191
H 0.127 -0.033 1.790 0.426
I -0.763 8.006 -1.277 0.136
C -0.372 5.995 -0.863 -0.135
C -1.293 5.030 -1.241 -0.260
C -1.029 3.696 -0.965 -0.151
C 0.144 3.333 -0.315 -0.169
C 1.056 4.313 0.057 -0.146
C 0.805 5.648 -0.215 -0.259
C 0.464 1.898 0.007 0.782
O 1.474 1.593 0.613 -0.650
O -0.485 1.071 -0.355 -0.699
H -2.206 5.313 -1.746 0.224
H -1.734 2.929 -1.251 0.238
H 1.964 4.009 0.561 0.240
H 1.515 6.410 0.074 0.225
O -0.021 -3.056 -0.793 -0.484
```

## Properties
Energy relative to the best compared isomer or geometry (same formula, charge and spin) ... 3.140 eV
Total energy ... -35335.96008 eV
Gap between HOMO and LUMO ... 0.2292 Ha

***

[4]
Molecular formula: C4H8OS
Method: DFT, ωB97M-V/def2-TZVPD

```
14
Properties=species:S:1:pos:R:3:nbo_charge:R:1
C -0.212 1.588 -0.304 -0.596
C 0.188 0.123 -0.268 -0.379
C 1.409 -0.122 0.528 -0.137
S 2.854 0.606 0.073 -0.015
C -0.925 -0.810 0.080 -0.049
O -0.592 -2.128 -0.269 -0.727
H 0.173 1.959 0.632 0.221
H -1.292 1.595 -0.558 0.215
H 0.246 2.148 -1.106 0.231
H 0.575 -0.178 -1.202 0.246
H 1.398 -0.602 1.404 0.171
H -1.145 -0.871 1.221 0.166
H -1.749 -0.609 -0.649 0.181
H -0.929 -2.699 0.416 0.471
```

## Properties
Energy relative to the best compared isomer or geometry (same formula, charge and spin) ... 2.006 eV
Total energy ... -17158.44462 eV
Gap between HOMO and LUMO ... 0.3078 Ha
SMILES ... C[C@@H](C=S)CO